{"formula": "C17H34O9S", "method": "ωB97M-V with the def2-TZVPD basis set", "species": ["C", "C", "O", "C", "C", "O", "C", "C", "O", "C", "O", "C", "S", "O", "O", "H", "H", "H", "H", "H", "H", "H", "H", "H", "H", "H", "H", "H", "H", "H", "H", "C", "C", "C", "O", "H", "H", "H", "H", "H", "H", "C", "C", "C", "O", "H", "H", "H", "H", "H", "H", "C", "C", "C", "O", "H", "H", "H", "H", "H", "H"], "coordinates": [[-0.1245, -4.6123, 0.1412], [0.9914, -4.4079, -0.9439], [2.2860, -4.5960, -0.4335], [2.7181, -3.4472, 0.3138], [3.4261, -2.4753, -0.6728], [3.4817, -1.1213, -0.2660], [2.2193, -0.4863, -0.1256], [1.3809, -0.3936, -1.4161], [-0.0034, -0.1682, -0.9733], [-0.8885, -0.5259, -1.9293], [-0.8147, -0.0411, -2.9831], [-1.9993, -1.5255, -1.6002], [-2.7782, -1.2153, 0.0106], [-3.5956, -0.0453, -0.1695], [-1.8114, -1.0055, 1.0447], [-0.7691, -3.7199, 0.1166], [-0.7710, -5.4645, -0.1021], [0.3325, -4.7018, 1.1323], [0.8436, -3.4345, -1.4428], [0.8453, -5.1867, -1.7081], [1.8711, -3.0159, 0.8631], [3.4495, -3.7958, 1.0541], [4.4725, -2.8117, -0.7354], [3.0312, -2.6195, -1.6953], [1.6120, -0.8832, 0.7019], [2.4230, 0.5512, 0.1635], [1.6697, 0.4546, -2.0499], [1.3643, -1.3034, -2.0290], [-2.7897, -1.3830, -2.3478], [-1.6577, -2.5686, -1.6618], [-3.6362, -2.2414, 0.3305], [-0.8978, 2.6226, 1.3576], [0.4196, 2.9393, 0.6947], [0.4823, 4.1834, -0.1517], [1.3822, 2.2181, 0.8388], [-0.8015, 1.7022, 1.9317], [-1.1789, 3.4327, 2.0336], [-1.6721, 2.4837, 0.6009], [0.2611, 5.0612, 0.4589], [-0.2307, 4.1088, -0.9741], [1.4835, 4.2882, -0.5668], [2.1095, -1.5802, 5.3306], [1.3897, -1.7818, 4.0200], [-0.0525, -2.2216, 4.0834], [1.9450, -1.5980, 2.9613], [3.1332, -1.2655, 5.1353], [1.6092, -0.8065, 5.9154], [2.1298, -2.5156, 5.8925], [-0.6468, -1.4758, 4.6139], [-0.1262, -3.1854, 4.5912], [-0.4440, -2.3253, 3.0717], [-2.5047, 6.6473, -3.5011], [-2.1147, 5.2311, -3.1556], [-3.2277, 4.2199, -3.0308], [-0.9580, 4.9190, -2.9855], [-1.6096, 7.2642, -3.5583], [-3.0097, 6.6696, -4.4682], [-3.1622, 7.0517, -2.7296], [-3.7639, 4.1368, -3.9776], [-3.9167, 4.5190, -2.2389], [-2.8059, 3.2475, -2.7803]], "atomic_forces_ev_per_a": [[0.122, 0.769, -0.794], [-0.974, -1.031, 0.083], [0.064, 0.477, 0.223], [0.235, -0.084, -0.377], [0.390, -0.465, 0.313], [-0.485, -0.277, -0.343], [-0.176, 0.862, 0.060], [-0.175, 0.293, 0.163], [-0.133, -1.476, 0.461], [0.441, 0.225, 2.821], [-0.367, 0.692, -3.700], [-0.653, -0.586, 0.412], [0.214, 2.718, 0.638], [-0.869, -0.386, -0.821], [0.502, -1.619, 0.219], [0.106, -0.233, 0.421], [0.365, 0.022, 0.265], [-0.255, -0.104, -0.193], [0.348, -0.099, 0.190], [0.217, 0.315, 0.092], [0.257, 0.156, -0.198], [-0.268, 0.051, -0.149], [-0.262, 0.245, -0.011], [-0.194, 0.192, 0.373], [0.160, -0.261, -0.407], [0.193, -0.495, -0.006], [0.069, -0.291, 0.170], [0.264, 0.139, 0.183], [0.189, -0.028, 0.248], [0.211, 0.313, 0.127], [0.596, -0.149, -0.500], [0.166, -0.245, 0.131], [0.051, -0.030, 0.040], [0.260, -0.171, -0.005], [-0.105, 0.252, 0.071], [-0.006, -0.002, -0.073], [-0.120, 0.071, -0.141], [-0.071, 0.123, 0.051], [-0.174, -0.001, -0.077], [-0.042, 0.146, 0.090], [-0.031, -0.010, 0.008], [0.241, 0.082, -0.174], [-0.001, 0.033, -0.118], [0.023, -0.041, -0.327], [0.012, -0.087, 0.084], [-0.041, -0.007, -0.021], [-0.069, -0.138, 0.106], [-0.138, 0.073, 0.111], [-0.011, -0.113, 0.130], [-0.055, 0.100, 0.171], [0.020, 0.072, 0.029], [0.300, 0.053, 0.009], [0.104, -0.067, -0.007], [0.238, -0.186, 0.084], [-0.099, 0.067, -0.044], [-0.015, -0.041, 0.007], [-0.164, 0.025, 0.097], [-0.146, -0.026, -0.123], [-0.139, 0.096, 0.080], [-0.125, 0.050, -0.137], [0.004, 0.034, -0.015]], "lumo_energy_ev": 0.04, "smiles": "CCOCCOCCOC(=O)C[SH](=O)=O.CC(C)=O.CC(C)=O.CC(C)=O", "max_force_ev_per_a": 3.78, "homo_ev": -9.15}

***

{"formula": "C17H35BF4GeIrN2O3", "method": "ωB97M-V with the def2-TZVPD basis set", "species": ["Ir", "C", "C", "C", "C", "O", "Ge", "O", "C", "C", "C", "C", "O", "C", "C", "C", "C", "H", "H", "H", "H", "H", "H", "H", "H", "H", "H", "H", "H", "H", "H", "H", "H", "H", "H", "H", "H", "H", "H", "H", "H", "H", "H", "H", "C", "C", "C", "C", "N", "N", "C", "H", "H", "H", "H", "H", "H", "H", "H", "F", "B", "F", "F", "F"], "coordinates": [[0.3026, 0.0544, -1.2763], [-0.3196, -3.5201, -0.6169], [-0.0382, -2.5902, 0.5485], [1.4496, -2.4333, 0.7990], [-0.7817, -3.0263, 1.7987], [-0.5521, -1.2507, 0.1572], [-1.9536, -0.1894, 0.9264], [-0.3739, 1.0239, 1.5938], [-0.1019, 1.6131, 2.7915], [1.0127, 0.5831, 3.3654], [-1.2779, 1.6684, 3.7526], [0.6139, 2.9457, 2.5765], [-1.6375, 0.7444, -0.7258], [-2.2634, 2.0256, -1.1409], [-3.7659, 1.8463, -1.0091], [-1.7360, 3.1220, -0.2340], [-1.8553, 2.2504, -2.5828], [0.0020, -4.5328, -0.3741], [0.2370, -3.2057, -1.5034], [-1.3873, -3.5538, -0.8383], [1.8806, -3.3949, 1.0789], [1.6436, -1.7246, 1.6052], [1.9711, -2.0928, -0.0995], [-0.4101, -3.9965, 2.1275], [-1.8527, -3.1323, 1.6156], [-0.6216, -2.3253, 2.6193], [0.5625, -0.3912, 3.5287], [1.2996, 1.0347, 4.3146], [1.8534, 0.5376, 2.6799], [-1.6972, 0.6789, 3.9397], [-2.0578, 2.3160, 3.3485], [-0.9627, 2.0872, 4.7070], [1.4213, 2.8359, 1.8559], [1.0198, 3.3031, 3.5217], [-0.1046, 3.6790, 2.2094], [-4.0587, 1.6744, 0.0292], [-4.1145, 1.0137, -1.6193], [-4.2778, 2.7489, -1.3428], [-2.0548, 2.9642, 0.7989], [-2.1296, 4.0885, -0.5509], [-0.6459, 3.1697, -0.2712], [-2.1623, 1.4150, -3.2133], [-0.7759, 2.4045, -2.6737], [-2.3365, 3.1526, -2.9622], [-0.8632, -2.7958, -5.8987], [-0.1596, -1.8047, -5.0481], [0.8957, -0.9444, -5.3348], [1.1837, -0.2594, -4.1673], [0.3312, -0.6726, -3.1945], [-0.4735, -1.6136, -3.7591], [2.2378, 0.7528, -3.9030], [-0.6647, -2.5914, -6.9475], [-1.9399, -2.7674, -5.7342], [-0.5058, -3.8027, -5.6760], [1.3912, -0.8384, -6.2844], [-1.1798, -2.0831, -3.2143], [2.2976, 1.4592, -4.7291], [3.2080, 0.2651, -3.8029], [2.0549, 1.3177, -2.9847], [4.0538, 0.3588, 1.0932], [4.1036, 0.4878, -0.2181], [3.9553, -0.5856, -0.9857], [4.3821, 1.6461, -0.7707], [1.7626, 0.8337, -0.2913]], "atomic_forces_ev_per_a": [[0.029, -0.169, -0.165], [0.023, -0.006, -0.007], [0.049, 0.041, 0.010], [0.012, -0.030, 0.016], [-0.033, 0.009, -0.042], [-0.005, -0.060, 0.011], [0.033, 0.052, 0.044], [-0.083, -0.020, 0.199], [0.015, -0.104, -0.052], [-0.034, 0.089, -0.005], [0.017, -0.004, -0.016], [0.000, 0.036, 0.057], [0.056, 0.024, -0.003], [0.010, -0.041, 0.034], [0.008, -0.001, 0.016], [-0.013, 0.054, -0.048], [-0.032, 0.084, -0.039], [0.012, 0.009, -0.001], [0.011, -0.003, 0.000], [-0.036, 0.002, -0.003], [-0.003, 0.006, 0.003], [-0.012, -0.011, -0.026], [-0.001, -0.009, 0.010], [0.016, 0.003, -0.019], [-0.006, 0.011, 0.001], [0.001, 0.045, 0.046], [-0.012, -0.033, -0.009], [0.010, -0.014, -0.008], [0.011, -0.012, -0.001], [0.002, -0.009, -0.017], [-0.018, 0.005, -0.012], [0.014, 0.001, -0.009], [0.025, 0.005, -0.026], [-0.008, -0.010, -0.015], [0.009, 0.011, -0.009], [-0.008, -0.003, -0.001], [-0.012, -0.022, -0.010], [0.020, 0.003, 0.002], [-0.002, -0.015, 0.020], [0.003, -0.017, -0.002], [-0.005, -0.004, 0.008], [-0.002, -0.020, -0.003], [0.021, -0.015, 0.010], [0.013, -0.024, -0.003], [-0.005, -0.006, -0.026], [0.004, 0.007, 0.032], [-0.016, -0.019, 0.011], [-0.022, -0.043, -0.057], [0.005, 0.063, 0.165], [-0.001, 0.038, -0.040], [0.017, 0.045, 0.024], [-0.005, -0.004, 0.001], [-0.004, -0.009, 0.002], [-0.002, -0.003, -0.004], [0.002, -0.002, -0.008], [0.003, 0.011, -0.011], [0.011, 0.001, 0.005], [0.021, -0.002, 0.007], [-0.001, -0.002, -0.019], [-0.040, -0.018, 0.011], [0.103, -0.048, 0.014], [-0.046, 0.002, -0.018], [-0.043, 0.018, -0.024], [-0.075, 0.136, -0.004]], "lumo_energy_ev": [-5.26, -9.00], "multiplicity": 6, "max_force_ev_per_a": 0.24, "relative_energy_kcal_mol": 0.0, "homo_ev": [-15.79, -15.93], "total_charge": 2}